Record 1
Here is a 2-piece molecular cluster, C9H18NO4P overall at a distorted geometry from the Open Molecules 2025 dataset. Energies are from ωB97M-V/def2-TZVPD.

```
33
Properties=species:S:1:pos:R:3
P 0.854 0.162 -0.292
O -3.598 1.841 0.829
O 1.781 0.015 -1.441
O 0.494 1.738 -0.025
O 1.662 -0.217 1.114
N -2.505 0.579 -0.738
C -3.026 0.832 0.524
C -1.549 -1.190 -2.186
C 1.796 -2.624 0.905
C -2.715 -0.393 1.355
C -1.936 -0.644 -0.866
C 2.545 -1.305 1.026
C -2.327 -1.458 0.328
C 1.319 2.733 -0.601
C 2.426 3.167 0.345
H -1.037 -2.141 -2.066
H -0.880 -0.505 -2.704
H 2.004 3.550 1.271
H 1.155 -2.780 1.770
H 3.195 -1.178 0.151
H -1.857 -0.133 1.981
H -2.433 1.302 -1.440
H 0.662 3.575 -0.842
H 2.498 -3.450 0.825
H -1.539 -2.124 0.669
H 1.758 2.342 -1.528
H 3.025 3.944 -0.127
H -3.193 -2.073 0.060
H 3.064 2.317 0.577
H 3.152 -1.278 1.936
H -3.546 -0.670 2.001
H 1.183 -2.587 0.005
H -2.431 -1.345 -2.814
```

Summary:
Kohn-Sham gap = 6.823 eV
E_HOMO = -7.43 eV
E_tot = -28594.534 eV

natural (NBO) atomic charge list, values in e, 2 entries:
1. P 1.804
2. O -0.531

Record 2
Here is C9H18NaO8 as an isolated structure at a distorted geometry from the Open Molecules 2025 dataset. Energies are from ωB97M-V/def2-TZVPD.

```
36
Properties=species:S:1:pos:R:3
Na -0.566 -2.197 1.999
O 1.367 1.142 1.338
O 2.528 3.133 1.015
O 0.173 -4.587 4.899
O -1.172 1.609 -2.548
O -0.339 3.341 -3.742
O -2.275 3.415 -2.779
O 3.506 1.221 0.372
O 0.829 -4.472 -0.898
C -3.063 2.683 -1.862
C 0.366 -5.037 6.191
C 1.516 4.090 1.376
C -4.519 2.541 -2.490
C 2.406 1.741 0.940
C -2.327 1.319 -1.805
C -1.224 2.835 -3.087
C 1.204 -5.072 -2.124
C 3.597 -0.087 -0.257
H 1.976 5.060 1.562
H -2.759 0.535 -2.427
H 2.680 -0.457 -0.716
H 1.013 4.272 0.427
H 3.862 -0.707 0.599
H 1.290 -5.593 6.034
H 0.477 -5.063 -2.935
H 0.795 3.695 2.092
H 2.166 -4.612 -2.352
H -4.536 2.177 -3.517
H 1.495 -6.103 -1.923
H -5.064 1.866 -1.829
H 0.719 -4.274 6.885
H -1.984 0.960 -0.835
H -0.319 -5.768 6.621
H -5.065 3.475 -2.361
H -3.097 2.982 -0.815
H 4.346 -0.064 -1.048
```

Summary:
Kohn-Sham gap = 3.575 eV
net charge = -1
E_HOMO = -2.57 eV
E_tot = -30415.899 eV

natural (NBO) atomic charge list, values in e, 2 entries:
1. Na 0.880
2. O -0.686

Record 3
Here is one molecule with the formula C9H18O2S at a distorted geometry from the Open Molecules 2025 dataset. Energies are from ωB97M-V/def2-TZVPD.

```
30
Properties=species:S:1:pos:R:3
S 1.973 0.785 -1.423
O 2.455 0.371 1.615
O 2.062 -0.597 -0.774
C -1.081 -1.566 -0.549
C -1.675 -0.150 -0.416
C -0.606 0.936 -0.263
C -3.166 -2.818 0.274
C 3.159 2.561 2.137
C 0.211 1.179 -1.545
C 2.460 1.949 -0.184
C 2.660 1.589 1.100
C -2.132 -2.638 -0.835
H 0.186 2.209 -1.870
H 4.106 2.205 2.534
H 2.652 2.960 -0.516
H -2.640 -2.378 -1.788
H 0.010 0.698 0.554
H -3.765 -1.942 0.413
H 3.285 3.576 1.692
H -0.164 0.558 -2.384
H -0.529 -1.820 0.366
H 2.257 -0.229 0.839
H -2.326 0.058 -1.310
H -2.349 -0.126 0.439
H -2.650 -3.063 1.217
H -1.601 -3.593 -1.005
H -1.084 1.880 0.011
H -3.840 -3.632 0.050
H -0.315 -1.559 -1.340
H 2.448 2.599 2.962
```

Summary:
Kohn-Sham gap = 9.376 eV
E_HOMO = -8.69 eV
E_tot = -24554.411 eV

natural (NBO) atomic charge list, values in e, 2 entries:
1. S 1.255
2. O -0.683

Record 4
Here is a 2-piece molecular cluster, C9H18O2S2 overall at a distorted geometry from the Open Molecules 2025 dataset. Energies are from ωB97M-V/def2-TZVPD.

```
31
Properties=species:S:1:pos:R:3
S 0.611 1.791 1.262
S 0.711 -1.730 -0.670
O 1.577 -1.566 0.546
O -0.749 -1.356 1.905
C -0.275 0.082 -2.486
C -2.667 -0.205 1.132
C -1.584 -1.188 0.824
C 3.053 2.648 0.522
C 1.145 -0.398 -1.874
C 2.350 2.024 1.661
C -1.965 -2.602 0.280
C -1.121 0.264 -1.251
C -0.714 -0.724 -0.311
H 0.246 -1.562 1.629
H 4.093 2.731 0.670
H -0.079 1.113 -2.984
H -2.254 0.774 1.276
H -2.455 -3.375 0.877
H -3.513 -0.289 0.536
H 1.771 -0.692 -2.687
H -0.708 -0.576 -3.341
H 2.705 3.575 0.122
H 1.630 0.293 -1.135
H -0.968 1.307 -0.747
H 2.888 1.830 -0.308
H -2.951 -0.444 2.109
H -1.053 -3.084 -0.014
H -2.187 0.171 -1.358
H 2.828 0.987 1.738
H -2.702 -2.396 -0.589
H 2.336 2.595 2.667
```

Summary:
Kohn-Sham gap (spin up / spin down) = 8.548 / 6.333 eV
E_HOMO (spin up / spin down) = -8.93 / -7.94 eV
E_tot = -35385.189 eV

natural (NBO) atomic charge list, values in e, 2 entries:
1. S 0.082
2. S 1.202

Record 5
Here is one molecule with the formula C9H18OSi at a distorted geometry from the Open Molecules 2025 dataset. Energies are from ωB97M-V/def2-TZVPD.

```
29
Properties=species:S:1:pos:R:3
Si -0.326 -0.324 1.612
O -0.961 0.823 0.734
C -1.303 1.697 -1.457
C -1.414 -1.871 1.558
C -0.545 1.242 -3.823
C 0.858 0.231 -0.679
C 1.299 -0.424 0.587
C 2.058 -1.839 0.352
C -0.191 1.274 -0.420
C -1.126 0.918 -2.699
C 0.326 0.391 3.260
H 1.976 0.235 1.132
H 1.178 1.114 3.082
H -0.495 0.765 3.957
H 2.652 -2.004 1.259
H 1.292 -2.642 0.238
H -1.745 0.087 -2.732
H -2.200 1.430 -0.941
H -1.983 -2.187 0.714
H 0.797 -0.363 3.840
H -2.170 -1.704 2.284
H -0.044 2.118 -3.866
H 2.697 -1.862 -0.600
H 1.678 0.489 -1.268
H 0.319 -0.474 -1.393
H -0.432 0.701 -4.802
H -1.355 2.750 -1.770
H -1.125 -2.871 1.924
H 0.288 2.297 -0.084
```

Summary:
Kohn-Sham gap (spin up / spin down) = 5.950 / 7.297 eV
<S²> = 2.0055
E_HOMO (spin up / spin down) = -5.07 / -9.41 eV
E_tot = -19544.574 eV
2S+1 = 3

natural (NBO) atomic charge list, values in e, 2 entries:
1. Si 1.891
2. O -0.923

Record 6
Here is one molecule with the formula C9H19BN2O2S at a distorted geometry from the Open Molecules 2025 dataset. Energies are from ωB97M-V/def2-TZVPD.

```
34
Properties=species:S:1:pos:R:3
S -0.818 -1.426 -2.249
O 0.147 0.111 2.342
O -0.254 2.470 2.748
N 1.697 0.909 -0.197
N -1.115 0.454 -0.483
C 2.007 -1.242 -1.335
C -2.571 0.186 -0.441
C 1.698 -2.231 -0.181
C -2.211 2.352 0.601
C 2.458 -3.538 -0.405
C -0.250 -0.223 -1.302
C -3.287 1.460 -0.075
C -0.864 1.643 0.366
C 1.221 0.057 -1.310
B -0.288 1.386 1.894
H -0.553 3.340 2.443
H 3.489 -3.406 -0.724
H 0.382 0.281 3.280
H -3.659 1.987 -0.987
H 2.463 -4.144 0.495
H 1.274 0.609 0.663
H 1.954 -4.141 -1.162
H 2.710 0.920 -0.058
H -2.179 3.387 0.269
H -2.744 -0.599 0.297
H -2.921 -0.182 -1.419
H 1.451 0.611 -2.236
H 1.982 -1.762 0.733
H -4.167 1.280 0.537
H 0.609 -2.417 -0.099
H -2.430 2.425 1.704
H 3.087 -1.052 -1.403
H -0.057 2.265 -0.040
H 1.738 -1.770 -2.266
```

Summary:
Kohn-Sham gap = 8.082 eV
SMILES string = CCC[C@H](N)C(=S)N1CCC[C@H]1B(O)O
E_HOMO = -7.84 eV
E_tot = -28230.307 eV

natural (NBO) atomic charge list, values in e, 2 entries:
1. S -0.184
2. O -0.887

Record 7
Here is C9H19BeF7N3O9S4 as an isolated structure at a distorted geometry from the Open Molecules 2025 dataset. Energies are from ωB97M-V/def2-TZVPD.

```
52
Properties=species:S:1:pos:R:3
S -1.457 4.605 5.532
S 0.989 5.088 -6.153
S 2.701 5.781 -7.496
S 0.809 3.824 6.024
F 2.116 3.128 5.201
F 3.920 6.898 -7.578
F 4.220 3.908 -0.340
F 0.428 6.899 -0.086
F -2.948 3.593 -1.210
F -2.654 3.539 5.146
F 1.231 4.283 -4.726
O 3.354 4.454 -7.671
O -0.203 5.960 -5.892
O -1.950 5.786 4.911
O 1.773 6.329 -8.508
O 0.468 2.778 6.993
O 0.794 3.895 -6.952
O 1.348 5.118 6.458
O -1.546 4.626 7.019
O 1.032 -1.931 0.708
N 2.422 6.064 -5.977
N -0.128 -2.528 0.387
N -0.042 3.768 4.757
C -0.696 -3.269 1.557
C -0.084 -1.988 -2.084
C -0.880 -2.368 2.795
C -2.193 -4.659 -0.031
C -0.176 -3.099 -0.907
C 0.211 -4.441 2.091
C 0.925 -4.157 -1.145
C -2.136 -3.843 1.365
C -1.646 -3.687 -1.028
Be 0.621 2.817 0.517
H -3.251 -4.921 -0.055
H -1.277 -1.381 2.557
H -0.303 -2.478 -3.033
H -1.581 -5.561 -0.025
H 1.558 -2.699 0.941
H 1.195 -4.175 -2.201
H -2.352 -4.612 2.106
H -1.839 -4.154 -1.994
H 1.226 -4.145 2.358
H -1.535 -2.792 3.556
H 0.913 -1.556 -2.164
H -2.362 -2.878 -1.173
H 0.446 -5.333 1.510
H -0.279 -5.039 2.860
H -0.836 -1.201 -2.150
H 1.876 -3.936 -0.660
H 0.058 -2.129 3.296
H -2.902 -3.070 1.310
H 0.621 -5.113 -0.718
```

Summary:
Kohn-Sham gap = 3.203 eV
net charge = -3
E_HOMO = -2.41 eV
E_tot = -95286.508 eV

natural (NBO) atomic charge list, values in e, 2 entries:
1. S 2.311
2. S 2.262

Record 8
Here is an isolated ion of composition C9H19ClN3O2 and charge +1 at a distorted geometry from the Open Molecules 2025 dataset. Energies are from ωB97M-V/def2-TZVPD.

```
34
Properties=species:S:1:pos:R:3
Cl -3.089 -2.080 -0.179
O 0.830 -0.654 1.078
O 1.855 -0.018 -3.018
N -0.888 -0.417 -0.920
N -1.534 1.571 0.162
N 0.416 -0.173 -1.256
C 1.507 -0.869 2.311
C -0.245 2.230 0.066
C -2.588 2.366 0.762
C 0.750 -0.001 -2.563
C 2.878 -0.387 -0.258
C -3.079 -0.299 0.051
C 1.424 -2.462 -0.447
C -1.737 0.336 -0.234
C 1.526 -1.008 -0.066
H 1.719 -1.931 2.457
H 2.168 -3.026 0.116
H -0.094 2.655 -0.929
H -2.380 3.417 0.569
H -0.207 3.032 0.801
H 0.551 1.523 0.280
H 0.824 -0.526 3.084
H 3.607 -0.919 0.351
H -1.239 -1.367 -1.088
H 3.184 -0.471 -1.297
H -3.843 0.104 -0.620
H -3.370 -0.115 1.086
H 2.879 0.663 0.025
H 2.435 -0.295 2.368
H -0.151 0.233 -3.168
H -3.562 2.135 0.339
H 0.443 -2.864 -0.204
H -2.623 2.215 1.843
H 1.634 -2.599 -1.504
```

Summary:
Kohn-Sham gap (spin up / spin down) = 6.801 / 5.981 eV
<S²> = 2.0077
net charge = +1
E_HOMO (spin up / spin down) = -9.28 / -13.37 eV
E_tot = -30716.429 eV
2S+1 = 3

natural (NBO) atomic charge list, values in e, 2 entries:
1. Cl -0.016
2. O -0.584